Entry 1:
118
Properties=species:S:1:pos:R:3:forces:R:3:lowdin_charge:R:1 method="wB97M-V/def2-TZVPD" s2=0.763 gap_ev="6.8 / 5.1" relative_energy_kcal_mol=9.5 spin_multiplicity=2 charge=+2 e_homo_ev="-12.6 / -12.6" energy_ev=-161910.146 fmax_ha_per_bohr=0.018 lumo_ev="-5.8 / -7.5"
Ru -0.15538 2.36118 -0.88982 0.1 0.8 0.4 0.88
C -3.49984 6.63200 4.70118 0.0 0.0 0.0 -0.03
C -2.55372 6.01443 3.71448 0.0 0.0 0.0 -0.24
C -2.16832 6.69266 2.56088 0.0 0.0 0.1 0.01
C -1.28010 6.14835 1.64716 0.0 -0.1 0.0 -0.30
C -0.88312 6.96000 0.44251 0.0 0.0 0.0 -0.07
C -0.78134 4.85180 1.89331 -0.4 0.1 -0.1 -0.50
Se 0.46794 4.15757 0.64405 0.3 -0.7 -0.4 0.91
C -1.12483 4.15595 3.06482 0.1 0.0 0.0 -0.30
C -0.49849 2.84840 3.47378 0.0 0.0 0.0 -0.06
C -2.01137 4.75539 3.94745 -0.1 0.0 0.0 0.00
H -3.83662 7.61295 4.37323 0.0 0.0 0.0 0.08
H -3.01793 6.74412 5.67340 0.0 0.0 0.0 0.10
H -4.37597 5.99837 4.84631 0.0 0.0 0.0 0.09
H -2.56330 7.68456 2.37634 0.0 0.0 0.0 0.13
H -1.31975 7.95462 0.49825 0.0 0.0 0.0 0.09
H -1.22512 6.50734 -0.49146 0.0 0.0 0.0 0.06
H 0.20016 7.07013 0.37331 0.0 0.0 0.0 0.08
H 0.11379 2.41935 2.68259 0.0 0.0 0.0 0.01
H -1.25677 2.12087 3.77103 0.0 0.0 0.0 0.08
H 0.14458 3.00562 4.34091 0.0 0.0 0.0 0.11
H -2.26285 4.23233 4.86427 0.0 0.0 0.0 0.14
N -1.86238 3.62240 -1.51922 0.1 -0.3 0.1 0.00
H -2.16690 3.38698 -2.46044 0.0 0.0 0.0 0.07
H -1.57457 4.59744 -1.53808 0.0 0.0 0.0 0.04
H -2.68799 3.59459 -0.92617 0.0 0.0 0.0 0.07
C 4.90113 -1.56886 -3.45195 0.0 0.0 0.0 -0.04
C 4.27856 -2.36293 -2.29328 0.0 0.0 0.0 -0.49
C 4.66811 -3.83821 -2.45868 0.0 0.0 0.0 -0.03
C 2.75317 -2.28213 -2.45866 0.0 0.0 0.0 -0.04
C 4.84773 -1.84536 -0.92697 0.0 0.0 0.0 -0.43
O 6.27504 -1.96065 -0.96015 -0.1 0.0 0.0 -0.01
C 4.37700 -2.56718 0.35358 0.0 0.0 0.0 -0.10
C 2.88124 -2.77484 0.61778 -0.1 0.0 0.0 -0.15
C 2.54151 -2.88481 2.08682 0.0 0.0 0.0 -0.22
C 1.36384 -2.31563 2.55917 0.0 0.0 0.0 -0.05
C 1.01111 -2.38221 3.89698 0.0 0.0 0.0 -0.11
C 1.84707 -3.03855 4.78525 0.0 0.0 0.0 -0.67
Cl 1.41547 -3.12016 6.46088 0.0 0.0 0.0 0.69
C 3.02243 -3.62121 4.34270 0.0 0.0 0.0 -0.08
C 3.36262 -3.53848 2.99960 0.0 0.0 0.0 -0.02
C 4.76583 -0.31471 -0.73080 0.0 0.0 0.0 -0.02
N 3.46886 0.24179 -0.35332 0.0 0.1 0.0 -0.07
C 2.61341 0.91447 -1.10755 0.1 0.1 0.1 -0.11
N 1.56801 1.28743 -0.37070 0.0 -0.2 -0.3 -0.08
C 1.86832 0.78946 0.86791 0.0 0.1 0.1 -0.19
N 3.01222 0.16603 0.91143 0.0 0.2 0.0 0.17
H 4.72674 -2.09936 -4.38871 0.0 0.0 0.0 0.10
H 5.97520 -1.44044 -3.32708 0.0 0.0 0.0 0.10
H 4.44015 -0.58349 -3.56863 0.0 0.0 0.0 0.08
H 4.22741 -4.22684 -3.37805 0.0 0.0 0.0 0.10
H 4.30363 -4.45347 -1.63317 0.0 0.0 0.0 0.09
H 5.74692 -3.97559 -2.55003 0.0 0.0 0.0 0.09
H 2.51439 -2.43744 -3.51111 0.0 0.0 -0.1 0.09
H 2.33548 -1.31284 -2.18268 0.0 0.0 0.0 0.06
H 2.22230 -3.04559 -1.89524 0.0 0.0 0.0 0.06
H 6.52000 -2.89188 -0.96890 0.0 0.0 0.0 0.10
H 4.79474 -1.99914 1.18790 0.0 0.0 0.0 0.13
H 4.88634 -3.53404 0.37671 0.0 0.0 0.0 0.12
H 2.52961 -3.67180 0.10024 0.0 0.0 0.0 0.12
H 2.29711 -1.94854 0.21102 0.0 -0.2 0.0 0.08
H 0.71703 -1.79468 1.86262 0.0 0.0 0.0 0.08
H 0.10017 -1.92622 4.26334 0.0 0.0 0.0 0.09
H 3.66727 -4.13131 5.04474 0.0 0.0 0.0 0.11
H 4.28858 -3.99495 2.67291 0.0 0.0 0.0 0.12
H 5.09548 0.20069 -1.62918 0.0 0.0 0.0 0.13
H 5.45316 -0.06380 0.07340 0.0 0.0 0.0 0.15
H 2.80296 1.13721 -2.14128 -0.1 0.0 -0.1 0.13
H 1.24019 0.91520 1.73235 0.0 0.0 0.0 0.11
N -6.98784 -0.02312 6.81041 0.0 0.0 0.0 0.20
C -6.23594 0.00663 5.94369 0.0 0.0 0.0 -0.16
C -5.29843 0.04991 4.85409 0.0 0.0 0.0 -0.21
C -4.24206 -0.85616 4.80770 0.0 0.0 0.0 0.01
C -3.33408 -0.80440 3.76452 0.0 0.0 0.0 0.01
C -3.49996 0.14469 2.76825 0.0 0.0 0.0 -0.19
C -4.55603 1.04332 2.79645 0.0 0.0 0.0 0.00
C -5.45365 1.00064 3.84822 0.0 0.0 0.0 0.00
N -2.55383 0.20539 1.69525 0.0 0.0 -0.1 0.02
C -1.92661 -0.85805 1.08475 0.0 0.0 0.0 -0.01
C -1.05396 -0.33289 0.18610 0.0 -0.1 0.0 -0.13
N -1.15055 1.04007 0.24135 -0.3 0.2 0.1 -0.10
C -2.05986 1.33244 1.15509 0.0 0.0 0.0 -0.13
H -4.12701 -1.58897 5.59412 0.0 0.0 0.0 0.14
H -2.49628 -1.48888 3.74033 0.0 0.0 0.0 0.11
H -4.69580 1.75808 1.99594 0.0 0.0 0.0 0.12
H -6.28435 1.69133 3.88648 0.0 0.0 0.0 0.13
H -2.16442 -1.88033 1.32140 0.0 0.0 0.0 0.15
H -0.40409 -0.84530 -0.50317 0.0 0.0 0.0 0.10
H -2.33535 2.32704 1.46772 0.0 0.0 0.0 0.13
C 0.04546 -5.39631 -3.08578 0.0 0.0 0.0 -0.10
C -1.22717 -4.73541 -3.60348 0.0 0.0 0.0 -0.29
S -1.00111 -2.97860 -3.66983 0.1 0.0 0.0 0.66
O -0.04545 -2.66197 -4.70242 0.0 0.0 0.1 -0.28
O -0.77207 -2.46948 -2.33187 0.0 0.1 0.1 -0.32
C -2.58046 -2.31421 -4.19718 0.0 0.0 0.0 -0.19
C -2.38723 -0.97051 -4.89672 0.0 0.0 0.0 -0.10
N -1.43934 -0.07221 -4.21193 0.0 0.1 -0.1 0.06
C -1.63311 0.50575 -3.00802 0.0 0.1 0.0 -0.31
N -0.56331 1.22032 -2.64964 0.0 -0.2 0.1 -0.02
C 0.35534 1.07607 -3.65901 0.0 0.1 0.0 -0.02
C -0.17240 0.28565 -4.61645 0.0 0.0 0.0 -0.13
N 0.49204 -0.07881 -5.84923 0.1 -0.3 0.0 -0.33
O -0.17949 -0.47102 -6.77767 -0.1 0.2 0.0 0.12
O 1.69598 0.04185 -5.83389 0.0 0.1 0.0 0.12
C -2.88872 0.33446 -2.23416 -0.1 0.0 -0.1 0.02
H -0.12584 -6.46634 -2.98728 0.0 0.0 0.0 0.09
H 0.32082 -5.00218 -2.10839 0.0 0.0 0.0 0.07
H 0.87078 -5.24223 -3.77883 0.0 0.0 0.0 0.08
H -2.08504 -4.92062 -2.95477 0.0 0.0 0.0 0.11
H -1.46562 -5.04623 -4.62140 0.0 0.0 0.0 0.11
H -3.21305 -2.25577 -3.31309 0.0 0.0 0.0 0.10
H -3.03116 -3.01346 -4.90218 0.0 0.0 0.0 0.12
H -3.34369 -0.45457 -4.97492 0.0 0.0 0.0 0.14
H -1.99955 -1.11990 -5.89548 0.0 0.0 0.0 0.12
H 1.30156 1.58167 -3.68898 0.1 0.0 0.0 0.12
H -2.90414 -0.64447 -1.75157 0.0 0.0 0.0 0.08
H -3.76209 0.42170 -2.88170 0.0 0.0 0.0 0.10
H -2.94922 1.09104 -1.45809 0.0 0.0 0.0 0.06

Entry 2:
104
Properties=species:S:1:pos:R:3:forces:R:3:lowdin_charge:R:1 method="wB97M-V/def2-TZVPD" gap_ev=7.4 relative_energy_kcal_mol=0.0 charge=+2 e_homo_ev=-13.8 energy_ev=-81622.901 fmax_ha_per_bohr=0.004 lumo_ev=-6.4
Sc -0.10729 0.44681 -0.06636 0.0 0.2 0.0 1.05
C 0.15109 -0.49810 -4.40563 0.0 0.0 0.0 -0.06
C 0.54840 0.75602 -3.63439 0.0 0.0 0.0 -0.35
C 1.46234 1.63329 -4.49996 0.0 0.0 0.0 -0.03
C 1.20866 0.44921 -2.29959 0.0 0.0 0.0 -0.19
C 1.31115 -0.85279 -1.78620 0.0 0.0 0.0 -0.01
C 1.92546 -1.12525 -0.56156 0.0 0.0 0.0 -0.16
C 2.15447 -2.58030 -0.19534 0.0 0.0 0.0 -0.36
C 3.51329 -3.00272 -0.77778 0.0 0.0 0.0 -0.01
C 1.06877 -3.52660 -0.71464 0.0 0.0 0.0 -0.06
C 2.40185 -0.05096 0.25095 0.0 0.0 0.0 -0.12
C 2.43568 1.25940 -0.30330 0.0 -0.1 0.0 -0.10
C 1.78595 1.46404 -1.53680 0.0 0.0 0.1 -0.01
C 3.20793 2.49474 0.18247 0.0 0.0 0.0 -0.31
C 2.34426 3.75678 0.35573 0.0 0.0 0.0 -0.03
C 4.16186 2.35434 1.36354 0.0 0.0 0.0 -0.04
C 2.89880 -0.41565 1.62428 0.0 0.0 0.0 -0.21
C 4.23790 -0.76076 1.78025 0.0 0.0 0.0 -0.04
C 4.72420 -1.20313 2.99850 0.0 0.0 0.0 -0.02
C 3.86785 -1.32207 4.08346 0.0 0.0 0.0 -0.03
C 2.53157 -0.99312 3.93913 0.0 0.0 0.0 -0.07
C 2.02563 -0.53439 2.71948 0.0 0.0 0.0 -0.28
P 0.24886 -0.14854 2.55389 0.0 0.0 0.0 1.17
C -0.10813 1.34352 3.62412 0.0 0.0 0.0 -0.66
C 0.37953 1.24184 5.07131 0.0 0.0 0.0 -0.06
C -1.60881 1.64078 3.56861 0.0 0.0 0.0 -0.07
C 0.63486 2.50034 2.95639 0.0 0.0 0.0 -0.10
C -0.76952 -1.64440 3.06466 0.0 0.0 0.0 -0.66
C -2.06529 -1.56862 2.23988 0.0 0.0 0.0 -0.09
C -1.10860 -1.73930 4.55430 0.0 0.0 0.0 -0.06
C -0.02068 -2.91679 2.66888 0.0 0.0 0.0 -0.07
H -0.36545 -0.21020 -5.31980 0.0 0.0 0.0 0.10
H -0.52141 -1.15035 -3.84581 0.0 0.0 0.0 0.07
H 1.03104 -1.07790 -4.69329 0.0 0.0 0.0 0.10
H -0.36161 1.33124 -3.41750 0.0 0.0 0.0 0.14
H 2.40899 1.12679 -4.69675 0.0 0.0 0.0 0.10
H 1.67443 2.60070 -4.04784 0.0 0.0 0.0 0.08
H 0.97803 1.82436 -5.45626 0.0 0.0 0.0 0.10
H 0.93750 -1.67993 -2.37162 0.0 0.0 0.0 0.12
H 2.21555 -2.66044 0.88926 0.0 0.0 0.0 0.12
H 3.50592 -2.91680 -1.86608 0.0 0.0 0.0 0.10
H 3.71214 -4.04333 -0.52273 0.0 0.0 0.0 0.10
H 4.33265 -2.39887 -0.39272 0.0 0.0 0.0 0.07
H 1.16034 -3.69662 -1.78836 0.0 0.0 0.0 0.09
H 0.05430 -3.16794 -0.51674 0.0 0.0 0.0 0.07
H 1.17238 -4.49828 -0.23296 0.0 0.0 0.0 0.10
H 1.76094 2.47383 -1.92316 0.0 0.0 0.0 0.14
H 3.84178 2.68102 -0.69344 0.0 0.0 0.0 0.16
H 1.95273 3.82625 1.36694 0.0 0.0 -0.1 0.06
H 1.50197 3.81850 -0.33222 0.0 0.0 0.0 0.08
H 2.97032 4.63297 0.19382 0.0 0.0 0.0 0.10
H 3.66104 2.07213 2.28859 0.0 0.0 0.0 0.07
H 4.62886 3.32546 1.52803 0.0 0.0 0.0 0.10
H 4.95949 1.64052 1.17424 0.0 0.0 0.0 0.08
H 4.91055 -0.67828 0.93622 0.0 0.0 0.0 0.13
H 5.76953 -1.46288 3.09826 0.0 0.0 0.0 0.13
H 4.23784 -1.67568 5.03616 0.0 0.0 0.0 0.12
H 1.87003 -1.10477 4.78737 0.0 0.0 0.0 0.10
H -0.05646 0.41573 5.62540 0.0 0.0 0.0 0.07
H 0.09075 2.16334 5.58176 0.0 0.0 0.0 0.10
H 1.46546 1.17474 5.12568 0.0 0.0 0.0 0.08
H -2.21593 0.90442 4.09136 0.0 0.0 0.0 0.08
H -1.96581 1.71519 2.53946 0.0 0.0 0.0 0.05
H -1.78638 2.60766 4.04465 0.0 0.0 0.0 0.11
H 1.70715 2.30746 2.90612 0.0 0.0 0.0 0.07
H 0.49316 3.40637 3.55004 0.0 0.0 0.0 0.12
H 0.25149 2.70704 1.95591 0.0 0.0 0.0 0.06
H -2.60543 -0.62664 2.35262 0.0 0.0 0.0 0.07
H -2.73639 -2.37616 2.53973 0.0 0.0 0.0 0.11
H -1.85152 -1.72392 1.17332 0.0 0.0 0.0 0.06
H -1.71169 -0.90993 4.91394 0.0 0.0 0.0 0.07
H -0.21664 -1.82010 5.17448 0.0 0.0 0.0 0.08
H -1.68727 -2.65278 4.70824 0.0 0.0 0.0 0.10
H 0.24658 -2.91646 1.61420 0.0 0.0 0.0 0.04
H -0.67554 -3.77371 2.84055 0.0 0.0 0.0 0.11
H 0.88612 -3.06339 3.25455 0.0 0.0 0.0 0.09
O -2.01963 0.15252 -0.93360 0.0 -0.1 0.1 -0.09
C -2.90876 1.35576 -1.06941 0.0 0.0 0.0 -0.24
C -1.97798 2.55424 -0.76443 0.0 0.0 0.0 -0.49
O -2.28052 3.67446 -1.02257 0.0 0.0 0.0 0.19
O -0.83603 2.19970 -0.15674 0.0 -0.1 -0.1 -0.11
C -3.46774 1.41616 -2.47589 0.0 0.0 0.0 -0.16
C -3.12151 0.49548 -3.45634 0.0 0.0 0.0 -0.04
C -3.67601 0.58460 -4.72764 0.0 0.0 0.0 -0.06
C -4.56994 1.59932 -5.02444 0.0 0.0 0.0 -0.05
C -4.91781 2.52027 -4.04392 0.0 0.0 0.0 -0.04
C -4.37810 2.42816 -2.77295 0.0 0.0 0.0 0.00
C -3.99026 1.21162 -0.01512 0.0 0.0 0.0 -0.16
C -4.86147 0.12701 -0.12533 0.0 0.0 0.0 -0.02
C -5.82240 -0.09935 0.84480 0.0 0.0 0.0 -0.05
C -5.94070 0.77563 1.91894 0.0 0.0 0.0 -0.05
C -5.10111 1.87384 2.01240 0.0 0.0 0.0 -0.05
C -4.12224 2.09244 1.04977 0.0 0.0 0.0 -0.02
H -2.59701 -0.62674 -0.93272 0.0 0.0 0.0 0.12
H -2.42323 -0.30278 -3.24743 0.0 0.0 0.0 0.09
H -3.41014 -0.14486 -5.48144 0.0 0.0 0.0 0.11
H -5.00168 1.67119 -6.01334 0.0 0.0 0.0 0.12
H -5.61952 3.31184 -4.26882 0.0 0.0 0.0 0.12
H -4.65842 3.14547 -2.01332 0.0 0.0 0.0 0.13
H -4.82220 -0.52051 -0.99767 0.0 0.0 0.0 0.13
H -6.49891 -0.93788 0.74911 0.0 0.0 0.0 0.12
H -6.70527 0.61262 2.66651 0.0 0.0 0.0 0.12
H -5.21272 2.57422 2.82955 0.0 0.0 0.0 0.12
H -3.49222 2.97032 1.12385 0.0 0.0 0.0 0.12